1.
51
Properties=species:S:1:pos:R:3:forces:R:3:nbo_charge:R:1 method="wB97M-V/def2-TZVPD" energy_ev=-167412.1542 charge=+1
Pd 0.3554 1.4896 -0.4209 -0.68 -0.59 -0.68 0.57
H -1.8417 0.4898 4.1008 -0.08 -0.13 -0.21 0.25
C 2.2480 -4.7045 -2.4910 0.04 -0.02 0.00 -0.18
H -0.6899 5.3018 -1.0922 0.04 -0.05 0.04 0.21
H -1.7785 2.0028 3.1950 0.11 0.14 0.04 0.22
H 2.6598 1.4779 -1.3759 0.02 0.05 0.00 0.43
H 3.8514 -2.3100 0.0743 0.00 0.01 0.00 0.22
H 1.6683 3.0650 -2.8291 0.02 -0.03 0.01 0.22
C -0.1737 4.3490 -1.2374 -0.01 0.04 0.00 -0.22
H -2.9845 2.0452 0.6760 -0.02 0.26 0.18 0.21
H 1.7997 -5.3822 -3.2050 0.00 0.00 0.00 0.23
C -3.0972 0.9865 0.8654 0.16 -0.70 0.37 -0.56
H -3.9397 2.6098 2.9264 0.01 -0.01 0.01 0.16
N -0.5167 3.4016 -0.1461 -0.16 0.24 -0.15 -0.81
O -2.8427 -1.7144 1.9988 -0.13 -0.05 0.11 -0.74
H 3.1406 3.7305 -2.1190 -0.05 0.02 -0.02 0.21
H -0.5412 3.9112 -2.1678 -0.02 0.03 0.03 0.21
O -5.4887 1.4362 2.2002 -0.02 0.00 -0.02 -0.73
H -0.2323 3.7816 0.7515 0.00 0.08 0.03 0.39
H 2.6647 2.5202 -0.1163 0.08 -0.01 -0.11 0.40
C -4.3065 1.5765 2.9632 0.14 0.03 0.06 -0.05
H -1.5292 3.3074 -0.1086 0.15 0.00 0.03 0.39
C 3.9939 -4.2098 -0.9058 0.00 -0.02 -0.03 -0.17
C 1.6643 -3.4790 -2.2347 0.00 0.04 0.01 -0.13
C 3.4133 -5.0681 -1.8270 -0.02 0.05 0.02 -0.14
H -6.1913 1.9622 2.5944 0.00 -0.02 0.01 0.49
C -3.2352 0.6411 2.3763 0.02 0.31 -0.13 -0.12
H 0.7580 -3.1880 -2.7474 -0.01 0.00 0.00 0.22
C 3.4086 -2.9814 -0.6487 -0.03 0.00 0.01 -0.18
Se -0.3625 0.2606 2.0318 0.79 -0.02 2.53 0.16
C 4.0491 -6.3916 -2.1496 0.01 -0.03 0.01 0.97
C 1.6319 -1.3319 -1.0410 0.18 -0.27 -0.02 -0.10
H 1.4757 5.4327 -2.0148 0.02 0.00 -0.01 0.25
N 2.1634 2.2655 -0.9650 0.32 0.32 0.06 -0.76
H 1.7331 4.8975 -0.3766 0.00 -0.01 0.04 0.21
C 2.2398 -2.6038 -1.3099 0.03 -0.10 -0.02 -0.13
H -3.8024 -0.9543 3.6800 -0.01 -0.02 -0.08 0.17
F 4.9680 -6.7485 -1.2404 -0.01 0.00 0.00 -0.32
H 4.8975 -4.5013 -0.3889 -0.01 0.00 0.00 0.24
C 1.3255 4.5857 -1.3440 -0.03 -0.03 -0.03 -0.43
F 4.6647 -6.3607 -3.3464 0.00 0.01 0.00 -0.32
H -3.2447 -2.5885 1.9976 0.02 0.00 0.01 0.49
C -3.7329 -0.7892 2.5961 0.02 0.09 0.05 -0.07
C 1.1234 -0.2628 -0.8054 -0.11 0.41 0.05 -0.32
Se -1.5519 0.0086 0.1401 -0.64 0.15 -1.60 0.41
F 3.1353 -7.3759 -2.2084 0.00 0.00 0.00 -0.32
H -3.9567 0.6228 0.3073 -0.05 0.04 -0.01 0.26
H -4.4720 1.3106 4.0143 -0.01 0.04 -0.03 0.18
C 2.1186 3.4127 -1.8989 0.14 0.02 0.01 -0.23
H -4.7349 -0.8660 2.1695 -0.02 -0.05 0.00 0.20
C -1.9049 0.9293 3.1029 -0.17 -0.21 -0.57 -0.54


2.
21
Properties=species:S:1:pos:R:3:forces:R:3:nbo_charge:R:1 method="wB97M-V/def2-TZVPD" de_lowest_kj_mol=182.69 energy_ev=-20270.4038 charge=0
H 3.1119 1.3301 1.1266 -0.12 -0.06 0.08 0.21
H 4.4869 -1.9149 -0.7704 0.54 -0.41 0.07 0.17
H 1.9288 0.0642 1.4491 0.07 0.14 0.02 0.21
C 1.6782 1.0535 -0.4978 0.28 -0.18 0.47 -0.77
H 0.1779 -0.9274 0.6098 0.10 -0.02 -0.04 0.20
C -1.0444 0.7787 0.1055 0.04 0.10 0.05 -0.40
H 1.3563 0.2056 -1.1063 -0.02 0.08 -0.03 0.24
N 3.4900 -0.4796 0.3067 1.31 -1.18 0.05 -0.40
C -0.8120 -0.5759 0.3609 0.05 0.09 -0.07 -0.15
P 0.2317 2.0564 0.0718 0.20 -0.15 -0.19 0.62
H -4.3866 0.5958 -0.4599 -0.05 0.03 -0.04 0.21
C -3.1305 -1.0811 -0.0198 0.05 0.08 0.00 -0.20
H -1.6469 -2.5339 0.4913 0.03 -0.05 -0.01 0.21
C 3.7424 -1.1475 -0.6768 -0.91 0.69 -0.32 0.07
C 2.5625 0.5018 0.6718 -1.22 1.12 -0.07 -0.24
C -3.3830 0.2654 -0.2323 -0.28 -0.13 -0.03 -0.21
C -1.8445 -1.4885 0.2963 -0.04 -0.28 0.04 -0.23
H 2.3139 1.6964 -1.1104 -0.04 -0.03 -0.06 0.24
H -2.5562 2.2288 -0.3495 -0.04 0.11 0.00 0.22
C -2.3566 1.1833 -0.1618 0.18 0.11 0.03 -0.20
H -3.9198 -1.8111 -0.1048 -0.13 -0.04 0.04 0.21


3.
29
Properties=species:S:1:pos:R:3:forces:R:3:nbo_charge:R:1 method="wB97M-V/def2-TZVPD" smiles="C=C(P(=O)(OCC)OCC)S(C)(=O)=O" de_lowest_kj_mol=0.00 energy_ev=-37862.7754 charge=0
H -0.5837 -2.7796 -0.5953 -0.61 0.39 0.46 0.21
S -2.8968 -0.0297 0.0251 -0.53 1.35 -0.17 2.08
H 0.7241 -1.9959 -1.5350 -0.70 -0.64 0.90 0.20
C -2.6044 0.2418 1.8216 -1.40 -0.78 -0.57 -0.86
O 0.8035 1.6571 -0.0067 -1.92 -0.86 -0.60 -0.81
H -1.9105 -0.5360 2.0498 1.19 -0.01 0.34 0.24
C -2.1920 2.2474 -1.4086 2.06 0.96 -0.03 -0.31
C 3.0080 0.7850 0.5522 0.84 -1.75 0.53 -0.64
H 2.3220 -2.2391 0.0644 -0.22 -0.33 1.39 0.22
H 1.7208 -3.7302 -0.3903 -0.12 -0.90 -0.33 0.22
O 0.7540 0.2690 -2.2219 -0.01 0.23 -0.52 -1.08
H 1.1215 -3.3229 1.2422 1.10 1.07 -1.06 0.22
H -2.2707 1.2990 2.0403 -0.78 -1.39 0.00 0.26
P 0.1028 0.5066 -0.9377 1.21 -0.04 1.08 2.37
H 4.0993 1.0663 0.4208 -1.22 -0.34 0.64 0.22
H 2.7319 0.3918 1.5839 0.55 1.12 -0.92 0.22
O 0.1247 -0.8207 -0.0118 -0.87 0.73 0.50 -0.85
C 1.4534 -2.9034 0.2339 -0.98 0.50 0.31 -0.64
H 2.6288 2.1654 -1.0013 -1.15 0.00 1.41 0.19
H -1.4638 3.0830 -1.7091 -1.68 -1.08 -0.07 0.24
H -3.2744 2.3158 -1.2980 0.26 0.39 -0.14 0.26
C 0.3163 -2.1949 -0.4942 1.87 1.05 -2.47 -0.06
O -2.7582 -1.4382 -0.2259 0.51 0.01 -0.18 -0.94
H 2.3817 2.7211 0.7576 -0.67 0.30 -0.66 0.19
H -3.5850 -0.2448 2.2691 1.61 1.87 -0.82 0.27
O -4.2041 0.5554 -0.2141 0.58 0.18 -0.28 -0.96
C 2.1741 1.9213 0.0310 2.37 0.07 -0.73 -0.07
C -1.5971 1.1414 -1.0084 -1.35 -2.41 2.34 -0.60
H 2.8739 -0.1322 -0.0337 0.05 0.31 -0.36 0.21


4.
13
Properties=species:S:1:pos:R:3:forces:R:3:nbo_charge:R:1 method="wB97M-V/def2-TZVPD" de_lowest_kj_mol=614.66 energy_ev=-17486.5414 charge=0
H -1.4769 -2.3156 -0.9379 4.16 2.80 -1.19 0.23
H -1.1591 -1.6366 1.4603 1.17 -1.02 0.51 0.07
C -0.2144 -1.3870 -1.1441 2.61 -3.05 -2.25 -0.42
S -1.6340 -0.6883 0.7027 -3.01 2.37 1.37 0.24
H 0.7409 3.3224 0.3407 -0.48 -2.49 2.27 0.35
N 1.0327 1.3373 1.0142 -0.36 0.08 -2.05 -0.21
H 0.0613 -0.9388 -2.2613 -0.76 -2.08 2.46 0.21
H -0.1605 2.1997 -0.1497 -1.79 -0.44 -1.06 0.33
C 0.7380 0.2509 0.3852 -0.15 0.52 1.71 0.15
N 0.2144 2.4143 0.7390 0.90 3.30 -1.42 -0.63
H 1.4245 -0.4234 0.7978 0.73 -2.32 -0.25 0.18
H 0.8659 -1.8766 -0.5861 -3.12 0.37 -2.16 0.17
N -0.4328 -0.2583 -0.3606 0.09 1.98 2.07 -0.67


5.
9
Properties=species:S:1:pos:R:3:forces:R:3:nbo_charge:R:1 method="wB97M-V/def2-TZVPD" s2=2.0334 de_lowest_kj_mol=0.00 energy_ev=-21749.1580 spin_multiplicity=3 charge=0
P 0.7818 -0.6662 0.7167 0.74 1.07 -0.35 0.60
C -1.3664 -1.2017 -0.4263 -3.84 -1.29 -1.88 -0.32
P -0.1424 1.5500 -0.7872 1.08 -1.28 1.20 0.62
C -0.4805 -0.1987 -0.4621 0.93 -0.91 1.54 -0.77
H -2.4259 -1.1116 -0.8924 1.77 -0.28 0.78 0.19
H 1.1454 1.6612 1.4306 1.15 0.19 -0.60 0.25
C 1.3414 1.1091 0.4944 -1.34 0.02 -1.28 -1.01
H -1.1393 -2.2275 0.0212 -0.20 1.62 -0.55 0.20
H 2.2859 1.0854 -0.0949 -0.28 0.85 1.14 0.25


6.
17
Properties=species:S:1:pos:R:3:forces:R:3:nbo_charge:R:1 method="wB97M-V/def2-TZVPD" smiles="CCNC(=O)CN" de_lowest_kj_mol=134.03 energy_ev=-9337.5983 charge=0
H -0.5923 -1.0714 1.5660 0.21 -0.06 0.28 0.20
H 1.1520 -1.9263 0.2665 -0.12 -0.26 -0.23 0.38
H -0.4813 1.5103 -1.0497 -0.01 0.38 0.78 0.40
C -1.0080 -0.4482 -1.2135 1.22 -0.42 0.31 -0.21
H -2.0900 -0.4225 -1.3424 -0.05 0.09 -0.10 0.19
C 0.3279 -0.4628 1.5924 -1.09 -1.37 -1.63 -0.31
H 0.7563 -0.8248 -2.5785 0.12 -0.35 0.62 0.22
C -0.3073 -0.6156 -2.5673 -0.91 -0.05 -0.93 -0.63
N 1.3606 -1.2299 0.9400 0.29 0.23 0.91 -0.87
H -0.7759 -1.3437 -0.6264 -0.26 0.06 -0.12 0.19
O 0.0881 1.8812 1.3059 0.48 -0.17 0.11 -0.62
N -0.5529 0.6978 -0.4525 0.02 -0.71 -0.94 -0.62
H 0.4954 -0.2368 2.6320 0.41 0.32 0.15 0.23
H 2.3215 -1.0129 1.1034 0.07 0.08 -0.08 0.38
H -0.8682 -1.4178 -3.0625 0.46 -0.19 -0.05 0.21
H -0.3868 0.2021 -3.2995 -0.38 0.31 0.63 0.21
C -0.0298 0.7685 0.8085 -0.47 2.10 0.31 0.66